No. 1
ORCA calculation (wB97M-V/def2-TZVPD) on C21H25BF3IrN7S as an isolated structure.

Computed properties:
<S²>: 0.878
2S+1: 2
DFT total energy: -55102.29766 eV
highest occupied orbital energy (alpha / beta): -15.162 / -15.181 eV
net charge: +2
strongest force on any atom: 0.013 Eh/bohr
frontier orbital gap (alpha / beta): 4.854 / 5.222 eV

Cartesian coordinates (Å):
1 Ir -0.791 0.985 0.246
2 C 2.031 2.669 -1.281
3 C 2.163 1.263 -0.804
4 C 3.281 0.462 -0.850
5 C 2.945 -0.730 -0.207
6 C 3.789 -1.935 0.028
7 N 1.678 -0.632 0.203
8 N 1.171 0.576 -0.170
9 B 0.793 -1.604 1.019
10 N 0.400 -0.870 2.304
11 N -0.164 0.361 2.204
12 C -0.292 0.874 3.443
13 C -0.855 2.220 3.748
14 C 0.192 -0.065 4.346
15 C 0.628 -1.149 3.598
16 C 1.263 -2.417 4.055
17 N -0.489 -1.862 0.186
18 N -1.357 -0.850 -0.120
19 C -2.355 -1.329 -0.906
20 C -3.506 -0.532 -1.415
21 C -2.131 -2.682 -1.047
22 C -0.955 -2.983 -0.366
23 C -0.277 -4.304 -0.220
24 H 2.202 2.725 -2.357
25 H 2.785 3.289 -0.796
26 H 1.060 3.099 -1.058
27 H 4.238 0.708 -1.280
28 H 4.763 -1.800 -0.432
29 H 3.324 -2.826 -0.395
30 H 3.931 -2.108 1.095
31 H 1.357 -2.627 1.232
32 H -0.985 2.835 2.857
33 H -0.180 2.765 4.407
34 H -1.813 2.133 4.263
35 H 0.234 0.041 5.417
36 H 1.282 -2.444 5.141
37 H 2.289 -2.497 3.695
38 H 0.711 -3.287 3.698
39 H -3.257 0.515 -1.574
40 H -4.349 -0.598 -0.724
41 H -3.835 -0.942 -2.368
42 H -2.761 -3.377 -1.577
43 H -0.835 -5.059 -0.768
44 H -0.224 -4.606 0.825
45 H 0.738 -4.270 -0.615
46 F -2.993 3.605 -1.011
47 C -1.723 3.794 -1.445
48 F -1.672 4.963 -2.051
49 F -0.957 3.871 -0.315
50 C -1.274 2.656 -2.312
51 C -1.272 2.816 -3.692
52 C -0.876 1.755 -4.491
53 C -0.493 0.577 -3.870
54 N -0.482 0.416 -2.543
55 C -0.880 1.424 -1.789
56 S -2.615 1.660 0.989
57 H -1.572 3.761 -4.125
58 H -0.854 1.845 -5.567
59 H -0.174 -0.278 -4.454

The molecule's natural (NBO) atomic charges, reported in e, are given here:
1 Ir 1.0905
2 C -0.6676
3 C 0.2475
4 C -0.3122
5 C 0.3058
6 C -0.6616
7 N -0.3180
8 N -0.3705
9 B 0.5019
10 N -0.3311
11 N -0.3609
12 C 0.2250
13 C -0.6651
14 C -0.3202
15 C 0.2680
16 C -0.6568
17 N -0.3194
18 N -0.2050
19 C 0.2425
20 C -0.6696
21 C -0.3098
22 C 0.2941
23 C -0.6576
24 H 0.2564
25 H 0.2675
26 H 0.2184
27 H 0.2623
28 H 0.2577
29 H 0.2475
30 H 0.2509
31 H 0.0164
32 H 0.2117
33 H 0.2718
34 H 0.2565
35 H 0.2606
36 H 0.2569
37 H 0.2432
38 H 0.2428
39 H 0.2226
40 H 0.2598
41 H 0.2702
42 H 0.2640
43 H 0.2571
44 H 0.2513
45 H 0.2457
46 F -0.3192
47 C 0.9708
48 F -0.2755
49 F -0.3372
50 C -0.1751
51 C -0.1244
52 C -0.2205
53 C 0.0713
54 N -0.4614
55 C 0.0522
56 S 0.4287
57 H 0.2624
58 H 0.2600
59 H 0.2266

No. 2
ORCA calculation (wB97M-V/def2-TZVPD) on C21H25Br48N3O2P as an isolated structure in a non-equilibrium geometry.

Computed properties:
DFT total energy: -3402058.23156 eV
highest occupied orbital energy: -10.987 eV
net charge: +1
strongest force on any atom: 0.059 Eh/bohr
frontier orbital gap: 6.866 eV

Cartesian coordinates (Å):
1 N 5.898 4.267 -0.754
2 P 6.451 2.852 -1.244
3 C 4.992 1.722 -1.064
4 C 4.994 0.552 -0.292
5 C 3.898 -0.233 -0.169
6 C 2.764 0.207 -0.850
7 N 2.869 1.330 -1.518
8 C 1.616 1.810 -2.196
9 O 0.662 2.007 -1.181
10 O 0.622 3.389 -0.889
11 N 3.909 2.099 -1.681
12 H 5.927 4.949 -1.498
13 H 6.816 2.941 -2.605
14 H 7.528 2.390 -0.468
15 H 5.921 0.278 0.202
16 H 3.865 -1.134 0.425
17 H 1.822 -0.325 -0.795
18 H 1.801 2.796 -2.668
19 H 1.295 1.068 -2.942
20 H 1.347 3.585 -0.268
21 C -0.752 -2.771 -0.792
22 Br -0.770 -0.910 -1.309
23 Br -1.186 -3.925 -2.267
24 Br 0.923 -3.255 0.040
25 H -1.527 -2.899 -0.044
26 C -4.028 -3.330 1.772
27 Br -4.156 -1.459 1.309
28 Br -4.447 -4.465 0.278
29 Br -2.317 -3.766 2.547
30 H -4.780 -3.519 2.527
31 C 0.749 4.810 -5.047
32 Br 0.825 6.667 -5.537
33 Br 0.340 3.681 -6.552
34 Br 2.372 4.241 -4.158
35 H -0.056 4.699 -4.334
36 C -3.757 3.091 2.052
37 Br -2.469 2.064 1.046
38 Br -5.075 3.899 0.902
39 Br -4.579 2.045 3.447
40 H -3.217 3.895 2.532
41 C -0.611 -3.918 6.604
42 Br -1.914 -2.521 6.359
43 Br 0.216 -4.430 4.937
44 Br 0.706 -3.442 7.927
45 H -1.139 -4.784 6.975
46 C -7.862 -5.096 3.213
47 Br -7.892 -3.233 2.725
48 Br -8.281 -6.235 1.719
49 Br -6.185 -5.581 4.032
50 H -8.635 -5.245 3.954
51 C -5.442 -3.854 -3.783
52 Br -4.408 -2.337 -3.197
53 Br -4.328 -5.400 -4.087
54 Br -6.879 -4.253 -2.572
55 H -5.882 -3.589 -4.734
56 C -12.543 -5.778 1.960
57 Br -12.622 -7.451 1.009
58 Br -11.478 -5.917 3.562
59 Br -11.953 -4.341 0.820
60 H -13.550 -5.541 2.272
61 C -15.314 -4.710 -2.161
62 Br -15.581 -4.821 -0.252
63 Br -16.723 -3.713 -3.016
64 Br -13.573 -4.012 -2.612
65 H -15.360 -5.719 -2.545
66 C 9.679 5.292 -2.657
67 Br 10.818 6.671 -1.936
68 Br 10.632 3.631 -2.918
69 Br 8.069 5.016 -1.573
70 H 9.357 5.630 -3.634
71 C 11.490 1.061 0.502
72 Br 9.663 1.580 0.856
73 Br 12.508 0.975 2.130
74 Br 11.583 -0.583 -0.494
75 H 11.928 1.834 -0.115
76 C 2.455 -1.838 -4.559
77 Br 1.770 -3.628 -4.549
78 Br 1.039 -0.533 -4.658
79 Br 3.620 -1.496 -3.060
80 H 3.055 -1.729 -5.452
81 C 9.871 -0.595 4.616
82 Br 8.041 -0.046 4.889
83 Br 10.840 -0.701 6.275
84 Br 9.979 -2.240 3.618
85 H 10.345 0.171 4.017
86 C 0.246 0.654 3.814
87 Br 1.314 -0.571 4.847
88 Br 1.232 1.366 2.311
89 Br -1.423 -0.128 3.266
90 H 0.012 1.491 4.457
91 C 11.422 10.025 -4.678
92 Br 9.582 10.512 -4.376
93 Br 12.423 9.974 -3.034
94 Br 11.571 8.368 -5.654
95 H 11.859 10.797 -5.294
96 C -11.083 -0.047 3.634
97 Br -11.227 -1.712 2.673
98 Br -9.979 -0.226 5.206
99 Br -10.474 1.383 2.494
100 H -12.076 0.216 3.971

Results of the Löwdin charge analysis, in e, for atoms 1 through 99:
1 N -0.4389
2 P 0.6802
3 C -0.3306
4 C -0.0112
5 C -0.0484
6 C -0.1553
7 N -0.0573
8 C -0.2004
9 O -0.1945
10 O -0.0191
11 N 0.1626
12 H -0.1041
13 H 0.0097
14 H -0.0790
15 H 0.1270
16 H 0.1357
17 H 0.0550
18 H -0.0296
19 H 0.0087
20 H 0.1090
21 C -1.5662
22 Br 0.6198
23 Br 0.5470
24 Br 0.5855
25 H -0.0996
26 C -1.5949
27 Br 0.5547
28 Br 0.5696
29 Br 0.5550
30 H -0.1054
31 C -1.6029
32 Br 0.6108
33 Br 0.5900
34 Br 0.6766
35 H -0.0226
36 C -1.6069
37 Br 0.5183
38 Br 0.5887
39 Br 0.5680
40 H -0.0273
41 C -1.6133
42 Br 0.5526
43 Br 0.5312
44 Br 0.5801
45 H -0.0271
46 C -1.6144
47 Br 0.5718
48 Br 0.5612
49 Br 0.6064
50 H -0.0699
51 C -1.6199
52 Br 0.5383
53 Br 0.5617
54 Br 0.5706
55 H -0.0292
56 C -1.6050
57 Br 0.5814
58 Br 0.5928
59 Br 0.5004
60 H -0.0380
61 C -1.6248
62 Br 0.5642
63 Br 0.5821
64 Br 0.5549
65 H -0.0285
66 C -1.5457
67 Br 0.5643
68 Br 0.5585
69 Br 0.7392
70 H -0.0282
71 C -1.6140
72 Br 0.5696
73 Br 0.6240
74 Br 0.5863
75 H -0.0381
76 C -1.5528
77 Br 0.6211
78 Br 0.6681
79 Br 0.7286
80 H -0.0213
81 C -1.6613
82 Br 0.5484
83 Br 0.5879
84 Br 0.5545
85 H -0.0963
86 C -1.5791
87 Br 0.5797
88 Br 0.5812
89 Br 0.4950
90 H -0.0198
91 C -1.6343
92 Br 0.5655
93 Br 0.5538
94 Br 0.5532
95 H -0.0304
96 C -1.6246
97 Br 0.5071
98 Br 0.5619
99 Br 0.5706

No. 3
ORCA calculation (wB97M-V/def2-TZVPD) on C21H25BrIN2O4Y as an isolated structure.

Computed properties:
DFT total energy: -112540.99064 eV
highest occupied orbital energy: -8.198 eV
net charge: 0
strongest force on any atom: 0.008 Eh/bohr
frontier orbital gap: 7.918 eV

Cartesian coordinates (Å):
1 Y -0.682 0.526 -0.068
2 C 1.344 3.630 2.681
3 O 0.911 2.801 1.596
4 C -0.218 2.029 1.819
5 O -0.772 2.121 2.901
6 H 2.218 4.169 2.324
7 H 1.607 3.024 3.547
8 H 0.560 4.328 2.974
9 I -3.321 1.627 -0.899
10 C -1.473 -3.296 -0.936
11 C -1.485 -2.268 -2.024
12 C -1.880 -2.637 -3.423
13 O -1.180 -1.110 -1.783
14 H -1.739 -4.289 -1.288
15 H -2.163 -2.982 -0.150
16 H -0.474 -3.305 -0.495
17 H -1.954 -3.710 -3.577
18 H -1.167 -2.200 -4.122
19 H -2.850 -2.174 -3.619
20 C -2.085 -0.566 3.826
21 C -3.312 -0.146 3.009
22 C -3.168 -0.991 1.766
23 O -1.745 -0.898 1.475
24 C -1.072 -1.018 2.771
25 H -2.333 -1.401 4.483
26 H -1.691 0.252 4.423
27 H -3.250 0.907 2.736
28 H -4.250 -0.329 3.530
29 H -3.704 -0.628 0.893
30 H -3.403 -2.045 1.952
31 H -0.184 -0.393 2.737
32 H -0.779 -2.062 2.895
33 Br 1.817 5.103 -4.815
34 C 1.116 3.856 -3.594
35 C 0.576 4.287 -2.395
36 C 0.070 3.334 -1.532
37 N 0.091 2.024 -1.804
38 C 0.614 1.627 -2.967
39 C 1.137 2.504 -3.897
40 H 0.542 5.334 -2.134
41 H -0.373 3.625 -0.588
42 H 0.604 0.561 -3.159
43 H 1.548 2.141 -4.827
44 N 6.074 -3.553 0.009
45 C 5.094 -2.952 0.002
46 C 3.867 -2.206 -0.011
47 C 2.790 -2.617 0.770
48 C 1.609 -1.888 0.737
49 C 1.427 -0.738 -0.052
50 C 2.549 -0.367 -0.813
51 C 3.746 -1.068 -0.803
52 H 2.889 -3.496 1.394
53 H 0.802 -2.252 1.366
54 H 2.519 0.524 -1.435
55 H 4.589 -0.744 -1.402

The molecule's natural (NBO) atomic charges, reported in e, are given here:
1 Y 1.7294
2 C -0.2776
3 O -0.5587
4 C 0.2541
5 O -0.6698
6 H 0.1849
7 H 0.1865
8 H 0.1875
9 I -0.5768
10 C -0.7279
11 C 0.6716
12 C -0.7204
13 O -0.6296
14 H 0.2278
15 H 0.2565
16 H 0.2717
17 H 0.2265
18 H 0.2492
19 H 0.2641
20 C -0.4364
21 C -0.4274
22 C -0.0745
23 O -0.6345
24 C -0.0649
25 H 0.2039
26 H 0.2524
27 H 0.2475
28 H 0.2224
29 H 0.2382
30 H 0.1705
31 H 0.2263
32 H 0.1841
33 Br 0.1087
34 C -0.0295
35 C -0.2776
36 C 0.1122
37 N -0.5619
38 C 0.0789
39 C -0.2734
40 H 0.2455
41 H 0.2403
42 H 0.2229
43 H 0.2417
44 N -0.3287
45 C 0.2882
46 C -0.2084
47 C -0.1644
48 C -0.2642
49 C -0.4944
50 C -0.2482
51 C -0.1592
52 H 0.2164
53 H 0.1888
54 H 0.1924
55 H 0.2171

Which value of strongest force on any atom does entry 2 give? 0.059 Eh/bohr

Which of these has the lowest strongest force on any atom? C21H25BrIN2O4Y

Which value of net charge does entry 2 give? +1

Please write out number 3 again, unchanged.
ORCA calculation (wB97M-V/def2-TZVPD) on C21H25BrIN2O4Y as an isolated structure.

Computed properties:
DFT total energy: -112540.99064 eV
highest occupied orbital energy: -8.198 eV
net charge: 0
strongest force on any atom: 0.008 Eh/bohr
frontier orbital gap: 7.918 eV

Cartesian coordinates (Å):
1 Y -0.682 0.526 -0.068
2 C 1.344 3.630 2.681
3 O 0.911 2.801 1.596
4 C -0.218 2.029 1.819
5 O -0.772 2.121 2.901
6 H 2.218 4.169 2.324
7 H 1.607 3.024 3.547
8 H 0.560 4.328 2.974
9 I -3.321 1.627 -0.899
10 C -1.473 -3.296 -0.936
11 C -1.485 -2.268 -2.024
12 C -1.880 -2.637 -3.423
13 O -1.180 -1.110 -1.783
14 H -1.739 -4.289 -1.288
15 H -2.163 -2.982 -0.150
16 H -0.474 -3.305 -0.495
17 H -1.954 -3.710 -3.577
18 H -1.167 -2.200 -4.122
19 H -2.850 -2.174 -3.619
20 C -2.085 -0.566 3.826
21 C -3.312 -0.146 3.009
22 C -3.168 -0.991 1.766
23 O -1.745 -0.898 1.475
24 C -1.072 -1.018 2.771
25 H -2.333 -1.401 4.483
26 H -1.691 0.252 4.423
27 H -3.250 0.907 2.736
28 H -4.250 -0.329 3.530
29 H -3.704 -0.628 0.893
30 H -3.403 -2.045 1.952
31 H -0.184 -0.393 2.737
32 H -0.779 -2.062 2.895
33 Br 1.817 5.103 -4.815
34 C 1.116 3.856 -3.594
35 C 0.576 4.287 -2.395
36 C 0.070 3.334 -1.532
37 N 0.091 2.024 -1.804
38 C 0.614 1.627 -2.967
39 C 1.137 2.504 -3.897
40 H 0.542 5.334 -2.134
41 H -0.373 3.625 -0.588
42 H 0.604 0.561 -3.159
43 H 1.548 2.141 -4.827
44 N 6.074 -3.553 0.009
45 C 5.094 -2.952 0.002
46 C 3.867 -2.206 -0.011
47 C 2.790 -2.617 0.770
48 C 1.609 -1.888 0.737
49 C 1.427 -0.738 -0.052
50 C 2.549 -0.367 -0.813
51 C 3.746 -1.068 -0.803
52 H 2.889 -3.496 1.394
53 H 0.802 -2.252 1.366
54 H 2.519 0.524 -1.435
55 H 4.589 -0.744 -1.402

The molecule's natural (NBO) atomic charges, reported in e, are given here:
1 Y 1.7294
2 C -0.2776
3 O -0.5587
4 C 0.2541
5 O -0.6698
6 H 0.1849
7 H 0.1865
8 H 0.1875
9 I -0.5768
10 C -0.7279
11 C 0.6716
12 C -0.7204
13 O -0.6296
14 H 0.2278
15 H 0.2565
16 H 0.2717
17 H 0.2265
18 H 0.2492
19 H 0.2641
20 C -0.4364
21 C -0.4274
22 C -0.0745
23 O -0.6345
24 C -0.0649
25 H 0.2039
26 H 0.2524
27 H 0.2475
28 H 0.2224
29 H 0.2382
30 H 0.1705
31 H 0.2263
32 H 0.1841
33 Br 0.1087
34 C -0.0295
35 C -0.2776
36 C 0.1122
37 N -0.5619
38 C 0.0789
39 C -0.2734
40 H 0.2455
41 H 0.2403
42 H 0.2229
43 H 0.2417
44 N -0.3287
45 C 0.2882
46 C -0.2084
47 C -0.1644
48 C -0.2642
49 C -0.4944
50 C -0.2482
51 C -0.1592
52 H 0.2164
53 H 0.1888
54 H 0.1924
55 H 0.2171